[1]
DFT (ωB97M-V/def2-TZVPD) results for a molecular structure, C34H47BN8PtS4 in a non-equilibrium geometry.

XYZ file:
```
95
Properties=species:S:1:pos:R:3
Pt -0.10408 -0.24834 0.39736
C 4.50677 2.03631 0.62445
C 3.20580 2.56676 0.11999
C 2.96649 3.89470 -0.09595
C 1.71843 4.34746 -0.58752
N 0.75240 3.50031 -0.84337
N 0.98336 2.20813 -0.62508
B -0.06787 1.19178 -1.13729
N 0.51606 0.61568 -2.47652
N 1.24065 1.40818 -3.25689
C 1.72023 0.89126 -4.36535
C 1.41206 -0.44078 -4.73930
C 0.66880 -1.25632 -3.92881
C 0.34636 -2.68191 -4.22906
C 0.26365 -0.66468 -2.71624
S -0.52574 -1.49279 -1.40477
C 2.63864 1.80242 -5.17011
C 1.82592 3.00639 -5.66195
C 3.76487 2.28738 -4.24676
C 3.24720 1.06984 -6.36457
N -1.50261 1.72177 -1.38316
N -1.59636 2.54277 -2.44640
C -2.77448 3.00854 -2.75958
C -3.92792 2.64355 -2.01504
C -3.84278 1.79261 -0.95819
C -5.02643 1.35948 -0.15678
C -2.54001 1.30969 -0.65238
S -2.32989 0.22730 0.68833
C -2.89760 3.95066 -3.94128
C -3.40840 5.30315 -3.42026
C -1.55079 4.14037 -4.62793
C -3.90271 3.36172 -4.94083
C 2.12540 1.69216 -0.15184
S 2.23771 -0.02810 0.10027
C 1.43829 5.80547 -0.92097
C 2.39309 6.73982 -0.17640
C 1.64333 5.96618 -2.43602
C -0.00594 6.15860 -0.55343
H 5.19280 2.84910 0.85015
H 4.97141 1.38465 -0.11782
H 4.35136 1.43797 1.52336
H 3.74676 4.61377 0.10934
H 1.81225 -0.83718 -5.66152
H 0.80581 -2.99686 -5.16265
H -0.73264 -2.82536 -4.31158
H 0.70417 -3.32957 -3.42620
H 1.41725 3.56504 -4.82017
H 1.00230 2.69572 -6.30764
H 2.47119 3.67052 -6.23760
H 3.36127 2.83432 -3.39399
H 4.42604 2.95365 -4.80105
H 4.36218 1.45173 -3.87663
H 2.48967 0.74563 -7.08045
H 3.83686 0.20283 -6.06056
H 3.91656 1.74825 -6.89237
H -4.89350 3.02283 -2.32147
H -5.93919 1.78955 -0.56185
H -4.92674 1.67748 0.88261
H -5.11650 0.27233 -0.15940
H -2.72051 5.72909 -2.68756
H -4.39457 5.22516 -2.96051
H -3.49062 6.00286 -4.25198
H -0.81000 4.55219 -3.94275
H -1.66936 4.82980 -5.46393
H -1.16593 3.19643 -5.01230
H -4.90029 3.24780 -4.51586
H -3.57205 2.38835 -5.30737
H -3.99257 4.02987 -5.79734
H 3.42752 6.62528 -0.50223
H 2.34678 6.59563 0.90479
H 2.11080 7.77242 -0.37982
H 2.69490 5.84754 -2.70624
H 1.32709 6.96100 -2.75082
H 1.06348 5.22534 -2.98813
H -0.18031 6.05036 0.51861
H -0.71530 5.52279 -1.08249
H -0.20216 7.19594 -0.82372
N -2.06008 -1.42887 3.22767
C -0.93363 -0.88739 3.69402
S 0.45936 -0.79336 2.66071
N -0.92720 -0.46306 4.94719
C 0.07328 0.14172 5.77863
C -0.42718 0.90181 6.83082
C 0.44274 1.50222 7.72283
C 1.81236 1.34424 7.56491
C 2.29763 0.57120 6.52283
C 1.43815 -0.04245 5.62160
H -2.06308 -1.84409 2.31156
H -2.90023 -1.49661 3.78075
H -1.80672 -0.56152 5.43889
H -1.49674 1.02919 6.95282
H 0.04862 2.09103 8.53921
H 2.49607 1.80766 8.26211
H 3.36300 0.42332 6.40990
H 1.84106 -0.66869 4.84248
```

Results
electronic energy	-3498.4625	hartree
total charge	+2
HOMO	-0.492	Ha
relative energy (zero: lowest compared OMol25 entry of this formula, charge and spin)	0.0	kcal per mole
LUMO energy	-0.2406	hartree

Löwdin population analysis, charges in e, atoms 1 to 2: Pt 0.520; C -0.036

---

[2]
DFT (ωB97M-V/def2-TZVPD) results for a molecular structure, C34H47BrN3OSb2V in a non-equilibrium geometry.

XYZ file:
```
89
Properties=species:S:1:pos:R:3
V 0.14979 0.25951 -1.28316
C -3.02629 -0.41829 3.01111
Sb -1.08532 -1.32752 2.63987
C -0.41270 -0.92545 4.66947
C -1.87081 -3.34607 3.06793
C -0.93197 -4.21057 3.84708
C -1.14433 -4.28466 5.22960
C -0.32161 -5.00225 6.07897
C 0.76121 -5.68350 5.54947
C 0.97835 -5.64260 4.18444
C 0.15646 -4.92651 3.30686
C 0.50113 -4.98841 1.85627
Sb 2.14450 -3.68070 1.24130
C 2.16973 -4.54851 -0.74136
C 3.69327 -5.06241 1.91459
H -3.36917 -0.64807 4.02031
H -3.74731 -0.79261 2.28438
H -2.94612 0.66310 2.89440
H -0.88656 -1.59051 5.38931
H -0.65108 0.11018 4.91752
H 0.66771 -1.05790 4.72489
H -2.12090 -3.75518 2.08873
H -2.78483 -3.18607 3.63799
H -2.00408 -3.76773 5.64149
H -0.52867 -5.03440 7.14154
H 1.42590 -6.24785 6.19204
H 1.81693 -6.18778 3.76527
H -0.32060 -4.71313 1.19551
H 0.85165 -5.98818 1.59748
H 2.66112 -5.52092 -0.72411
H 2.69162 -3.88390 -1.42613
H 1.14520 -4.65224 -1.08864
H 3.41855 -6.08845 1.66706
H 3.85635 -4.98430 2.98963
H 4.62478 -4.80917 1.40650
C -2.80018 2.90386 -2.64912
C -1.95783 1.66533 -2.79951
O -1.53782 1.10219 -1.68279
C -1.67572 1.13693 -4.08678
C -1.13195 -0.16310 -4.25025
C -0.79671 -0.65049 -5.49267
C -0.99639 0.11921 -6.64034
C -1.57344 1.37976 -6.50827
C -1.91878 1.88134 -5.26890
H -3.12212 2.97927 -1.61125
H -3.68399 2.86120 -3.28987
H -2.24758 3.81630 -2.90486
H -1.01197 -0.79680 -3.37806
H -0.38256 -1.64841 -5.57445
H -0.70975 -0.25589 -7.61400
H -1.75455 1.98052 -7.39251
H -2.35518 2.86976 -5.20274
C 1.44345 0.62798 0.27530
H 2.28256 -0.07736 0.26736
H 0.96896 0.56235 1.26101
H 1.86107 1.63702 0.17903
N -0.97942 -2.56260 -0.65105
C -0.44198 -1.57186 -0.92829
Br 5.11031 1.74300 -5.48331
C 3.71819 1.20421 -4.29038
C 2.78531 2.13546 -3.87150
C 1.79250 1.72138 -2.99421
C 1.69163 0.40699 -2.52039
C 2.65336 -0.49139 -2.98886
C 3.66573 -0.10958 -3.86111
H 2.83523 3.15720 -4.22500
H 1.06184 2.46429 -2.66855
H 2.62183 -1.52598 -2.66514
H 4.40477 -0.82134 -4.20593
C 1.03358 4.60891 0.32273
C 0.69955 5.93814 1.05513
N -0.38776 5.72240 2.01350
C 0.02100 4.70157 2.98235
C 0.36805 3.37596 2.24750
N 0.16386 3.54488 0.81241
C -1.23112 3.90119 0.56560
C -1.56568 5.23761 1.28751
H 2.06822 4.30336 0.49488
H 0.88932 4.69752 -0.75683
H 0.37505 6.71114 0.35455
H 1.56265 6.32391 1.60288
H -0.80127 4.56012 3.68777
H 0.87645 5.08668 3.54244
H -0.26525 2.55129 2.58328
H 1.40731 3.08405 2.41160
H -1.85625 3.08194 0.92675
H -1.37962 3.97812 -0.51264
H -2.37759 5.11257 2.00775
H -1.86609 6.01123 0.57676
```

Results
electronic energy	-5561.7133	hartree
spin multiplicity	4
total charge	-1
HOMO (alpha / beta)	-0.117 / -0.207	Ha
relative energy (zero: lowest compared OMol25 entry of this formula, charge and spin)	23.2	kcal per mole
LUMO energy (alpha / beta)	0.0924 / 0.0921	hartree

Löwdin population analysis, charges in e, atoms 1 to 2: V 0.703; C -0.351

---

[3]
DFT (ωB97M-V/def2-TZVPD) results for a molecular structure, C34H47N5V.

XYZ file:
```
87
Properties=species:S:1:pos:R:3
V 0.48215 0.10208 -0.02432
C -1.39357 2.63733 0.53828
N -1.93165 1.29651 0.66997
C -3.34589 1.18171 0.99586
C -3.61492 -0.04486 1.80718
N -3.63859 -1.24578 1.31335
C -3.85431 -2.07335 2.41151
C -3.95323 -3.46274 2.46598
C -4.16829 -4.04853 3.69517
C -4.28609 -3.26835 4.86010
C -4.19169 -1.89165 4.82310
C -3.97239 -1.31648 3.57508
N -3.82519 -0.00298 3.15944
C -0.07392 2.72890 1.25800
N 0.80974 1.77000 1.19872
C 1.83269 2.15472 2.07470
C 2.99711 1.47794 2.42871
C 3.84254 2.11334 3.31254
C 3.54298 3.38547 3.83878
C 2.38352 4.05528 3.50303
C 1.53901 3.40070 2.61170
N 0.29607 3.74548 2.07371
H -2.08511 3.34879 0.99867
H -1.24879 2.95446 -0.50483
H -1.68707 0.64405 -0.08298
H -3.99985 1.15536 0.11329
H -3.61903 2.07078 1.57105
H -3.85649 -4.05325 1.56495
H -4.24367 -5.12394 3.77522
H -4.45146 -3.75880 5.81010
H -4.27885 -1.30399 5.72690
H -3.82505 0.81955 3.73435
H 3.20306 0.50048 2.01348
H 4.75898 1.62284 3.61125
H 4.23666 3.84241 4.53095
H 2.14997 5.02540 3.91693
H -0.23815 4.57462 2.26175
C 0.31872 0.86582 -2.21223
C -0.07022 -0.52035 -2.09581
C 1.14887 -1.21154 -1.62517
C 2.16812 -0.20463 -1.48747
C 1.67138 1.04303 -1.87231
C 2.48055 2.31585 -2.06308
C 1.59076 3.55506 -1.96998
C 3.62100 2.43955 -1.05534
C 3.08231 2.24809 -3.47598
C 1.59723 -2.67925 -1.54435
C 2.64064 -2.86446 -0.43858
C 2.26554 -3.05037 -2.87743
C 0.48825 -3.68907 -1.26558
C -1.42079 -0.98938 -2.66532
C -2.27877 0.24683 -2.97344
C -2.26147 -1.87619 -1.72887
C -1.20145 -1.69830 -4.00900
H -0.33088 1.65967 -2.54518
H 3.19708 -0.40271 -1.23366
H 1.06219 3.58872 -1.01542
H 0.84937 3.57411 -2.77089
H 2.18560 4.46768 -2.05394
H 3.25894 2.66666 -0.05455
H 4.29467 3.24439 -1.35796
H 4.20662 1.52284 -0.99421
H 2.30150 2.10274 -4.22327
H 3.77989 1.41277 -3.55461
H 3.62415 3.16782 -3.70893
H 3.50711 -2.21573 -0.56976
H 3.00357 -3.89493 -0.46537
H 2.21660 -2.67441 0.54370
H 3.13438 -2.41829 -3.07079
H 1.57957 -2.93449 -3.71603
H 2.60080 -4.09005 -2.85347
H -0.08058 -3.44691 -0.36888
H 0.94435 -4.67169 -1.11912
H -0.20151 -3.77423 -2.09502
H -2.49490 0.83267 -2.07534
H -3.23351 -0.07990 -3.38899
H -1.80942 0.90792 -3.70250
H -2.06875 -1.67791 -0.67472
H -2.10807 -2.93643 -1.89915
H -3.32409 -1.68353 -1.89076
H -0.75979 -1.01929 -4.74219
H -2.14961 -2.06227 -4.41282
H -0.53759 -2.55032 -3.90585
C 0.33323 -1.19655 1.66593
H 1.30646 -1.54304 2.03374
H -0.23938 -2.10645 1.44068
H -0.17994 -0.71301 2.50768
```

Results
electronic energy	-2541.5477	hartree
spin multiplicity	2
HOMO (alpha / beta)	-0.236 / -0.215	Ha
LUMO energy (alpha / beta)	0.0050 / 0.0050	hartree

Löwdin population analysis, charges in e, atoms 1 to 2: V 0.712; C -0.125

---

[4]
DFT (ωB97M-V/def2-TZVPD) results for 7 unconnected molecules or ions with the total composition C34H48O20.

XYZ file:
```
102
Properties=species:S:1:pos:R:3
C -3.09157 -2.16731 4.73923
C -4.05755 -1.13875 4.14051
C -4.05928 -1.01000 2.60991
C -3.93289 -2.37934 1.92726
C -3.02112 -0.11182 1.98557
C -3.32111 0.75155 1.01278
C -2.25132 1.52229 0.32904
O -2.41414 2.65154 -0.08601
C -0.93261 0.83329 0.24212
C -0.60501 0.00324 1.22289
C -1.56115 -0.15278 2.36268
O -1.16589 -0.20913 3.50540
H -2.18306 -2.29437 4.15499
H -2.81558 -1.88748 5.75410
H -3.57598 -3.14228 4.80800
H -5.07187 -1.44733 4.40617
H -3.91779 -0.15323 4.58904
H -5.02067 -0.57993 2.31635
H -4.01970 -2.25544 0.84649
H -4.71038 -3.06088 2.27049
H -2.94864 -2.79592 2.11719
H -4.34147 0.91233 0.68425
H -0.29750 0.98863 -0.61792
H 0.32836 -0.54206 1.24850
C 3.54926 -3.67401 0.68679
C 2.60098 -3.28624 1.78896
C 2.24666 -4.38554 2.77604
O 0.91306 -4.03274 3.16432
C 0.36383 -3.31116 2.16784
O -0.78540 -3.00761 2.10218
O 1.29720 -2.96825 1.25636
H 3.79281 -2.81517 0.06364
H 4.47294 -4.06605 1.11387
H 3.09729 -4.43818 0.05399
H 2.95604 -2.39899 2.32001
H 2.88339 -4.41806 3.65516
H 2.22262 -5.36711 2.29662
C 2.15939 5.06541 -1.08035
C 2.89023 3.76607 -1.28738
C 3.11927 3.36056 -2.73174
O 3.10017 1.92596 -2.65803
C 2.35880 1.57807 -1.58366
O 1.96900 0.47706 -1.34854
O 2.10345 2.65328 -0.81385
H 2.09235 5.30892 -0.02120
H 2.68762 5.87329 -1.58751
H 1.14717 4.99472 -1.47933
H 3.83379 3.75087 -0.73510
H 4.07189 3.68925 -3.13682
H 2.30622 3.68450 -3.38507
C 1.97413 -0.55688 -4.30353
C 1.46080 -0.66854 -5.71240
C 2.31047 -1.48733 -6.66631
O 2.06943 -0.84790 -7.92764
C 1.71449 0.43722 -7.68327
O 1.62118 1.28037 -8.51644
O 1.48356 0.62014 -6.36868
H 1.27664 -0.00870 -3.67744
H 2.10641 -1.55111 -3.87510
H 2.92730 -0.03126 -4.28046
H 0.42616 -1.02162 -5.72962
H 2.02481 -2.53357 -6.72937
H 3.37461 -1.40513 -6.43202
C -1.28931 0.19324 6.82280
C -1.61445 0.70200 8.20194
C -0.44005 0.86199 9.14976
O -1.03846 0.60079 10.43041
C -2.12611 -0.17649 10.23747
O -2.73534 -0.71886 11.10368
O -2.42181 -0.25613 8.92246
H -2.17460 0.17249 6.19056
H -0.55314 0.83850 6.34905
H -0.89304 -0.82194 6.87767
H -2.18176 1.63545 8.14887
H 0.00278 1.85111 9.13890
H 0.32836 0.10590 8.96865
C -1.21040 3.87728 3.13176
C -0.61085 4.43336 4.39091
C 0.87916 4.72225 4.34182
O 1.28811 4.48948 5.69672
C 0.41155 3.62528 6.24970
O 0.55728 3.07781 7.29723
O -0.66049 3.45949 5.45457
H -2.28681 3.75079 3.23066
H -1.02615 4.54645 2.29105
H -0.77007 2.90390 2.91024
H -1.15789 5.31505 4.73622
H 1.12664 5.74120 4.05798
H 1.40358 4.01430 3.69479
C -0.40883 -0.91631 -10.82418
C 0.27413 -2.24156 -11.01522
C 0.47011 -2.68675 -12.45312
O 0.41861 -4.11301 -12.34551
C -0.30422 -4.42831 -11.24367
O -0.68044 -5.52091 -10.97070
O -0.53359 -3.32132 -10.50313
H -0.44343 -0.65673 -9.76749
H 0.13462 -0.12998 -11.34792
H -1.43434 -0.94963 -11.19426
H 1.22545 -2.26357 -10.47640
H 1.42159 -2.38839 -12.88400
H -0.34969 -2.35263 -13.09421
```

Results
electronic energy	-2829.2434	hartree
HOMO	-0.356	Ha
LUMO energy	-0.0223	hartree
SMILES	CC[C@H](C)C1=CC(=O)C=CC1=O.C[C@@H]1COC(=O)O1.C[C@@H]1COC(=O)O1.C[C@@H]1COC(=O)O1.C[C@@H]1COC(=O)O1.C[C@@H]1COC(=O)O1.C[C@@H]1COC(=O)O1

Löwdin population analysis, charges in e, atoms 1 to 2: C -0.095; C -0.200

---

[5]
DFT (ωB97M-V/def2-TZVPD) results for a molecular structure, C34H49AsIN4OSSr.

XYZ file:
```
92
Properties=species:S:1:pos:R:3
Sr 0.21865 -0.13991 -0.16913
C 1.74894 -5.75241 2.70344
C 1.01561 -4.53702 3.25039
N 1.86619 -3.34954 3.27766
C 2.70073 -3.18482 4.47050
C 2.09918 -2.18935 5.45124
C 1.97198 -2.49038 2.25298
S 1.01556 -2.73531 0.83436
N 2.93225 -1.56267 2.39646
C 2.91283 -0.34804 1.89905
O 1.88000 0.26673 1.48492
C 4.20417 0.40291 1.92589
C 5.39626 -0.21796 2.28789
C 6.58477 0.49510 2.27565
C 6.59068 1.83587 1.90941
C 5.40334 2.46192 1.55404
C 4.21609 1.74558 1.56226
H 1.09919 -6.62796 2.73197
H 2.64129 -5.97360 3.29090
H 2.04823 -5.57586 1.67043
H 0.68186 -4.71635 4.27458
H 0.13837 -4.32502 2.64768
H 3.69149 -2.85922 4.16422
H 2.79220 -4.16616 4.93581
H 2.05556 -1.19896 4.99444
H 2.71073 -2.12416 6.35165
H 1.09097 -2.49150 5.74424
H 5.37969 -1.26197 2.56923
H 7.50986 0.00496 2.54936
H 7.51958 2.39150 1.89935
H 5.40439 3.50607 1.26854
H 3.28752 2.22487 1.28264
I 1.69026 2.69218 -1.37516
C -0.01155 3.45386 -2.35715
C 0.17301 4.60624 -3.06103
C -0.91687 5.16941 -3.75996
C -2.12994 4.55124 -3.72939
C -2.32255 3.35003 -2.99997
C -3.59153 2.71773 -2.99541
C -3.77438 1.56314 -2.29954
C -2.69293 1.00573 -1.57145
C -1.42124 1.54900 -1.50962
C -1.24975 2.75521 -2.26857
H 1.14176 5.08556 -3.09525
H -0.77325 6.08337 -4.32090
H -2.97134 4.96793 -4.27104
H -4.39938 3.16605 -3.56239
H -4.74203 1.07161 -2.30387
H -2.91312 0.09227 -1.01878
C -5.19572 -1.35105 0.83523
C -4.40460 -2.16312 -0.18579
As -2.49554 -2.28001 0.25716
C -2.52084 -3.80065 1.49833
C -2.40346 -3.35232 2.95312
C -1.85962 -3.16099 -1.38383
C -2.61990 -4.41598 -1.80268
H -6.25792 -1.34165 0.58767
H -4.85765 -0.31263 0.86121
H -5.09976 -1.76512 1.84171
H -4.47659 -1.70700 -1.17558
H -4.79703 -3.17709 -0.26542
H -1.67542 -4.43365 1.22486
H -3.43340 -4.37519 1.33501
H -1.45855 -2.82757 3.11740
H -2.43141 -4.20456 3.63441
H -3.21777 -2.68033 3.23458
H -0.80659 -3.39814 -1.21263
H -1.90190 -2.40541 -2.17336
H -2.62154 -5.16608 -1.01080
H -2.15618 -4.86789 -2.68038
H -3.65543 -4.19196 -2.05881
C -1.23968 1.18658 4.43361
C -0.67337 0.42450 3.21235
N -0.98602 1.14542 1.97448
C -2.43600 1.32564 1.85119
C -2.96359 2.21693 2.99918
N -1.81100 2.48334 3.92905
C -0.74801 3.27193 3.21429
C -0.32517 2.45772 1.97079
H -0.47552 1.43223 5.16848
H -2.04853 0.65326 4.93010
H -1.11176 -0.57084 3.15138
H 0.40767 0.31508 3.27856
H -2.90536 0.34345 1.87569
H -2.64584 1.76908 0.87969
H -3.74777 1.73763 3.58223
H -3.32305 3.18337 2.65071
H -2.14540 3.02577 4.72208
H 0.06816 3.42113 3.91888
H -1.17718 4.23919 2.96038
H 0.75206 2.30265 1.96289
H -0.60485 2.97054 1.05060
```

Results
electronic energy	-4581.4562	hartree
total charge	+1
HOMO	-0.356	Ha
relative energy (zero: lowest compared OMol25 entry of this formula, charge and spin)	0.0	kcal per mole
LUMO energy	-0.1026	hartree

Löwdin population analysis, charges in e, atoms 1 to 2: Sr 1.045; C -0.064

---

- Which formula does entry 2 have?
  C34H47BrN3OSb2V

---

- What is the electronic energy in the fifth record?
  -4581.4562 hartree

---

- Number 3 is which compound?
  C34H47N5V

---

- The highest electronic energy belongs to which entry?
  C34H47N5V